[1]
Below is a structure of composition C22H28BF6N3NiO10PS2Te in a non-equilibrium geometry, with properties calculated with ωB97M-V/def2-TZVPD.

```
75
Properties=species:S:1:pos:R:3:forces:R:3
Te 0.291 4.130 0.741 0.0 0.0 0.0
Ni 1.792 -1.175 -0.071 -1.0 -0.3 0.3
S 4.754 -1.827 0.909 0.1 -0.1 0.0
S 3.891 -3.773 -0.926 -0.1 0.3 0.0
P 1.611 2.328 0.153 0.0 0.0 0.0
F 2.946 -2.686 2.621 -0.1 0.0 0.0
F 4.183 -6.143 0.163 0.1 -0.1 0.0
F 4.148 -1.029 3.313 0.0 0.1 0.0
F 4.994 -3.020 3.232 0.0 0.0 0.0
F 2.553 -4.984 0.974 -0.1 0.0 0.1
F 2.375 -5.877 -0.990 -0.1 -0.1 -0.1
O -1.368 0.711 0.825 -0.1 0.0 0.0
O 6.050 -1.258 1.087 0.0 0.0 0.0
O 2.206 2.538 -1.310 0.0 0.0 0.0
O 1.007 0.878 0.211 0.0 0.3 -0.1
O 3.738 -0.935 0.368 -0.1 0.1 0.1
O 2.741 -2.946 -1.229 0.2 -0.3 -0.1
O -0.390 -6.053 1.006 0.0 0.0 0.0
O -0.822 0.909 -1.447 0.0 0.0 0.0
O 2.876 2.043 1.080 0.0 0.0 0.0
O 4.679 -4.250 -2.016 0.0 -0.1 0.0
N -0.083 -1.172 -0.243 0.5 0.1 0.0
N 4.801 -3.232 0.249 0.0 0.0 0.0
N -1.057 -6.099 -1.146 0.0 0.0 0.0
C 3.123 1.578 -1.888 0.0 0.0 0.0
C -0.619 -5.434 -0.021 -0.1 -0.2 0.0
C -4.362 2.613 -0.182 0.0 0.0 0.0
C -5.546 4.791 0.138 0.0 0.0 0.0
C -5.898 2.989 1.806 0.0 0.0 0.0
C 3.855 3.063 1.327 0.0 0.0 0.0
C -2.020 1.507 -1.187 0.0 0.0 0.0
C -4.025 2.720 -1.529 0.0 0.0 0.0
C 2.415 0.707 -2.900 0.0 0.0 0.0
C -5.648 3.271 0.324 0.0 0.0 0.0
C 4.852 2.502 2.313 0.0 0.0 0.0
C -2.340 1.390 0.161 0.0 0.0 0.0
C -0.106 -3.262 0.992 -0.1 -0.3 -0.2
C 3.206 -5.289 -0.136 0.1 0.1 0.0
C -2.851 2.172 -2.054 0.0 0.0 0.0
C -0.430 -3.979 -0.142 0.0 0.3 0.1
C 4.171 -2.169 2.624 0.0 0.0 0.0
C -0.600 -3.240 -1.350 0.1 -0.1 0.0
C -3.493 1.930 0.681 0.0 0.0 0.0
C 0.046 -1.883 0.966 0.9 0.4 -0.1
C -0.448 -1.900 -1.383 0.0 -0.1 0.0
C -6.854 2.745 -0.467 0.0 0.0 0.0
B -0.366 0.387 -0.171 0.1 0.1 0.1
H 1.694 0.046 -2.416 0.0 0.0 0.0
H -4.683 3.255 -2.203 0.0 0.0 0.0
H -0.001 -3.790 1.930 0.0 0.0 0.0
H 5.637 3.236 2.506 0.0 0.0 0.0
H -4.690 5.187 0.688 0.0 0.0 0.0
H 3.347 3.950 1.714 0.0 0.0 0.0
H 5.310 1.594 1.921 0.0 0.0 0.0
H 4.338 3.328 0.382 0.0 0.0 0.0
H -6.452 5.283 0.503 0.0 0.0 0.0
H -3.692 1.826 1.737 0.0 0.0 0.0
H 1.877 1.323 -3.621 0.0 0.0 0.0
H -0.599 -1.303 -2.269 0.0 0.0 0.0
H -1.340 -7.050 -0.979 0.0 0.0 0.0
H -5.103 3.399 2.432 0.0 0.0 0.0
H -5.415 5.053 -0.913 0.0 0.0 0.0
H 3.903 2.175 -2.362 0.0 0.0 0.0
H -0.835 -3.730 -2.286 0.0 0.0 0.0
H -7.778 3.196 -0.095 0.0 0.0 0.0
H -6.935 1.661 -0.368 0.0 0.0 0.0
H -5.972 1.918 2.003 0.0 0.0 0.0
H -1.564 -5.599 -1.854 0.0 0.0 0.0
H -6.838 3.454 2.112 0.0 0.0 0.0
H -6.770 2.978 -1.529 0.0 0.0 0.0
H 4.359 2.262 3.255 0.0 0.0 0.0
H 3.142 0.088 -3.428 0.0 0.0 0.0
H -2.597 2.277 -3.100 0.0 0.0 0.0
H 3.581 0.982 -1.098 0.0 0.0 0.0
H 0.097 -1.284 1.864 -0.2 0.0 0.0
```
Positions in Å, forces in eV/Å.

As for the multiplicity: 1. The HOMO energy (spin up / spin down) comes out at -4.444 / -4.465 eV. The value obtained for the relative energy (zero: lowest compared OMol25 entry of this formula, charge and spin) is 0.1391 eV. The molar mass comes out at 900.68 g mol⁻¹. The gap between HOMO and LUMO (spin up / spin down) is 6.700 / 6.723 eV. As for the total energy: -5310.2354 hartree. For the strongest force on any atom, the calculation gives 0.021 Eh/bohr. The net charge is -1.

---

[2]
Below is a cluster of 2 separate species, C2H3NS4 in total in a non-equilibrium geometry, with properties calculated with ωB97M-V/def2-TZVPD.

```
10
Properties=species:S:1:pos:R:3:forces:R:3
S 0.284 2.633 -0.949 0.1 -1.3 -0.3
S 1.574 -1.503 -0.460 0.8 -1.9 -0.7
S 1.174 -0.150 -1.920 -0.7 1.2 0.7
S -2.280 -1.579 0.384 1.8 0.1 0.3
N 1.198 -0.666 0.817 -0.5 1.3 1.5
C 0.641 1.013 -0.689 0.0 2.4 -1.3
C 0.724 0.534 0.646 0.5 -1.2 0.4
H 0.437 1.181 1.479 0.1 -0.4 -0.3
H -2.791 -0.391 0.101 -0.1 0.4 -0.1
H -0.961 -1.073 0.591 -2.1 -0.7 -0.2
```
Positions in Å, forces in eV/Å.

As for the multiplicity: 1. The HOMO energy (spin up / spin down) comes out at -8.627 / -8.629 eV. The value obtained for the relative energy (zero: lowest compared OMol25 entry of this formula, charge and spin) is 0.4605 eV. The molar mass comes out at 169.32 g mol⁻¹. Its SMILES is S=c1cnss1.S. The gap between HOMO and LUMO (spin up / spin down) is 7.197 / 7.198 eV. As for the total energy: -1725.4701 hartree. For the strongest force on any atom, the calculation gives 0.054 Eh/bohr. The net charge is 0.

---

[3]
Below is a cluster of 6 separate species, C11H28BBr10NPS in total, with properties calculated with ωB97M-V/def2-TZVPD.

```
53
Properties=species:S:1:pos:R:3:forces:R:3
Br 8.209 2.842 0.456 0.1 0.0 0.0
Br 9.503 3.163 3.884 0.0 0.0 0.0
Br -4.540 -0.577 1.225 0.1 0.0 0.1
Br -3.626 3.704 -0.336 0.0 0.0 0.0
Br -2.927 1.605 -3.296 0.0 0.0 0.0
Br -1.050 -3.328 -2.306 -0.3 -0.2 0.0
Br -7.646 -0.363 -0.731 0.0 0.0 0.0
Br -0.947 -3.384 -5.993 0.0 0.0 0.0
Br 4.105 0.316 1.397 0.0 0.0 0.1
Br 3.185 3.716 0.353 0.0 0.0 0.0
S 0.940 -0.338 -1.171 -0.2 0.0 -0.2
P -0.721 -0.142 -0.044 0.5 -0.3 0.2
N -1.612 -2.870 2.344 0.0 0.0 -0.1
C 7.713 2.687 3.284 0.0 0.0 0.0
C 7.724 1.833 2.047 0.0 0.0 -0.1
C 0.456 -3.582 -3.480 0.2 0.1 0.0
C 4.543 2.527 -0.366 0.0 -0.1 0.1
C 0.361 -2.720 -4.709 0.0 0.1 0.0
C -4.236 1.349 -1.889 0.0 0.0 0.0
C -7.296 -1.324 0.925 0.0 0.0 0.0
C -6.372 -0.562 1.838 0.0 0.1 -0.1
C -0.363 -2.102 2.076 0.0 0.0 0.0
C -4.842 2.640 -1.409 -0.1 0.0 -0.1
C 4.117 1.083 -0.383 -0.1 0.1 -0.1
B -0.576 -0.497 1.881 0.0 0.0 0.0
H -1.356 1.078 -0.336 -0.1 0.1 -0.1
H 4.753 2.877 -1.373 0.0 0.0 0.0
H 0.294 -2.273 2.931 0.0 0.1 0.1
H -5.153 3.270 -2.237 0.0 0.0 0.0
H 0.178 -2.528 1.218 0.1 0.0 0.0
H 1.323 -3.269 -2.901 0.0 0.0 0.0
H 7.185 3.621 3.124 0.0 0.0 0.0
H 4.838 0.505 -0.960 0.0 0.0 0.0
H 5.421 2.658 0.256 0.0 0.1 -0.1
H 0.519 -4.640 -3.717 0.0 0.0 0.0
H 8.433 1.015 2.117 0.0 0.0 0.0
H 7.254 2.140 4.104 0.0 0.0 0.0
H -6.364 -1.021 2.825 0.0 0.0 0.0
H -5.695 2.418 -0.770 0.0 0.0 0.0
H -3.734 0.827 -1.084 0.0 -0.1 0.0
H -2.125 -2.970 1.474 -0.1 0.1 0.0
H 0.411 0.138 2.204 -0.1 0.0 0.0
H -6.672 0.478 1.925 0.0 0.0 0.1
H 1.310 -2.705 -5.239 0.0 0.0 0.0
H 3.109 0.926 -0.763 0.0 0.0 0.0
H -1.377 -3.818 2.620 0.0 0.0 -0.1
H -5.020 0.718 -2.301 0.0 0.0 0.0
H -6.874 -2.282 0.637 0.0 0.0 0.0
H -1.687 -1.038 -0.561 -0.2 0.1 -0.1
H 0.061 -1.708 -4.452 0.0 0.0 0.0
H -8.266 -1.469 1.394 0.0 0.0 0.0
H 6.724 1.440 1.866 0.0 0.0 0.0
H -1.593 -0.065 2.403 0.1 0.0 -0.1
```
Positions in Å, forces in eV/Å.

As for the multiplicity: 1. The HOMO energy comes out at -4.455 eV. The molar mass comes out at 1047.25 g mol⁻¹. The gap between HOMO and LUMO is 6.486 eV. As for the total energy: -26995.2915 hartree. For the strongest force on any atom, the calculation gives 0.013 Eh/bohr. The net charge is -1.

---

[4]
Below is a structure of composition C6H24AgClN12O6 in a non-equilibrium geometry, with properties calculated with ωB97M-V/def2-TZVPD.

```
50
Properties=species:S:1:pos:R:3:forces:R:3
Ag -0.113 -0.380 0.341 0.3 1.2 -1.0
Cl -1.087 -1.522 2.546 0.3 -0.1 -0.4
O 0.152 -1.784 -1.448 1.0 1.3 1.4
O -2.285 -0.374 -0.723 -1.4 0.0 -0.6
O 1.956 -1.713 0.821 -2.0 0.5 0.0
O 0.272 1.029 -1.409 1.6 -2.5 1.1
O 1.491 0.755 1.735 -2.6 -0.4 -3.4
O -1.169 2.039 1.053 0.6 -1.4 -3.0
N 4.051 -1.407 0.105 3.9 3.5 -2.5
N -4.288 -1.308 -1.383 -0.9 -1.5 0.8
N -1.132 -2.901 -2.831 -4.2 1.0 -2.2
N -1.874 1.769 3.118 -1.0 -2.8 2.3
N -0.685 1.516 -3.391 -0.9 -0.9 -2.7
N 3.385 1.165 2.698 3.9 0.4 -0.4
N -0.432 3.045 -1.821 -0.4 2.1 -0.1
N 0.648 -3.813 -2.276 5.2 -4.7 0.6
N 1.573 1.584 3.810 -1.8 0.8 1.2
N -3.591 0.489 -2.340 0.5 3.5 -2.6
N -1.122 3.698 2.516 0.5 2.5 0.5
N 3.573 -3.220 1.070 0.3 -3.5 1.3
C -1.379 2.474 2.152 0.5 0.4 -1.2
C 2.106 1.234 2.642 -1.0 -1.0 2.4
C 3.104 -2.054 0.642 -2.4 -2.0 1.9
C -3.336 -0.365 -1.419 1.5 -2.8 2.7
C -0.057 -2.778 -2.125 -1.4 2.0 0.7
C -0.245 1.805 -2.203 0.1 0.4 2.5
H 1.512 -3.936 -1.768 -0.1 0.1 -0.1
H -1.804 0.790 2.882 -0.4 -0.1 1.0
H 3.841 0.908 1.834 0.5 0.0 0.7
H -1.544 3.834 3.424 0.2 1.8 -0.5
H 2.148 1.924 4.568 -0.6 0.1 -0.1
H 2.989 -3.928 1.492 -0.1 0.4 -0.1
H -1.754 -2.108 -2.772 -0.2 -0.4 -0.4
H -0.598 0.577 -3.754 0.1 0.3 0.0
H -4.297 -2.076 -0.728 0.2 0.4 0.0
H -1.740 2.157 4.041 -0.4 -1.0 0.2
H -1.141 -3.556 -3.600 -0.6 0.4 0.1
H -5.151 -1.125 -1.875 0.1 -0.3 0.3
H 0.564 1.607 3.834 0.4 0.2 0.4
H -4.338 0.347 -3.006 0.3 0.3 0.1
H 0.024 3.364 -0.978 -0.5 0.0 -0.1
H 3.795 1.342 3.604 0.9 -0.1 -0.8
H 3.986 -0.440 -0.178 0.0 -0.4 -0.1
H -2.817 1.109 -2.533 -0.5 0.3 -0.4
H -0.835 2.302 -4.008 0.0 -0.5 -0.4
H 4.935 -1.884 0.213 0.3 1.1 -0.6
H 0.318 -4.620 -2.785 0.2 0.2 0.2
H -1.025 3.611 -2.412 0.4 0.6 0.6
H 4.516 -3.527 0.879 -0.3 0.0 0.1
H -1.101 4.349 1.745 0.0 0.5 0.7
```
Positions in Å, forces in eV/Å.

As for the multiplicity: 3. The HOMO energy (spin up / spin down) comes out at -15.028 / -14.992 eV. The value obtained for the relative energy (zero: lowest compared OMol25 entry of this formula, charge and spin) is 0.3441 eV. The molar mass comes out at 503.66 g mol⁻¹. The gap between HOMO and LUMO (spin up / spin down) is 10.759 / 4.817 eV. As for the total energy: -1958.2127 hartree. For the strongest force on any atom, the calculation gives 0.137 Eh/bohr. The net charge is +2.

---

[5]
Below is a structure of composition C32H28N6O3PtS5Sb in a non-equilibrium geometry, with properties calculated with ωB97M-V/def2-TZVPD.

```
76
Properties=species:S:1:pos:R:3:forces:R:3
Pt -0.596 0.605 -0.467 0.5 0.2 1.3
Sb 2.123 3.688 1.442 -0.6 0.0 0.4
S 3.598 1.400 1.407 0.1 -0.3 0.2
S 1.027 3.379 3.335 0.2 0.0 -0.5
S 0.300 2.694 -0.228 0.0 -0.4 -0.2
S 4.480 1.564 3.073 0.1 0.1 -0.2
S -2.315 -1.992 0.641 0.4 -0.4 0.1
O 4.836 -1.722 2.149 0.2 0.2 -0.1
O 0.145 0.151 1.370 -0.8 0.1 0.4
O 4.490 3.541 -4.702 -0.2 -0.3 0.2
N -4.204 -0.877 -1.408 -1.0 -0.5 0.1
N -2.029 -0.906 -0.647 1.4 0.0 1.4
N 0.848 2.999 -1.803 0.1 0.4 0.0
N -1.282 0.955 -2.332 0.5 0.2 0.1
N 4.562 1.663 -3.426 0.0 0.3 0.0
N 2.540 -1.109 3.212 -1.4 0.4 -0.2
C -3.289 0.771 -3.582 -0.4 0.0 -0.4
C -0.168 3.209 -2.809 0.1 -0.4 -0.1
C -1.830 0.597 5.067 -0.1 0.1 0.0
C -1.477 1.946 -4.581 0.3 0.1 0.1
C 0.405 4.038 -3.921 -0.1 -0.1 0.0
C -0.656 1.748 -3.370 0.1 0.4 0.1
C 3.785 -2.496 1.734 0.1 -0.1 -0.1
C 1.563 -0.393 3.934 0.5 -0.4 -0.4
C -4.831 -1.640 -0.368 -0.1 0.5 -0.7
C 2.808 -4.354 0.576 -0.1 -0.1 -0.1
C -2.932 -0.489 -1.430 -0.8 0.5 -1.1
C -2.751 1.528 -4.650 -0.4 -0.1 -0.1
C 1.581 -4.047 1.135 0.0 0.1 0.0
C 0.163 -0.048 3.766 0.1 0.1 -0.4
C -0.528 0.299 2.549 0.3 -0.1 0.1
C -4.077 -2.131 0.664 0.6 -0.1 0.3
C 6.104 -1.985 1.563 -0.1 0.0 0.1
C 2.124 2.688 -2.212 -0.1 -0.1 0.2
C -1.822 0.850 2.681 0.7 -0.3 -0.2
C 2.564 3.059 -3.427 0.1 0.0 -0.3
C 2.533 -2.149 2.276 -0.2 0.2 0.6
C -0.531 0.148 4.991 0.3 -0.3 -0.1
C -4.674 -2.821 1.700 0.0 -0.1 0.3
C -6.804 -2.568 0.635 -0.2 0.1 -0.2
C 3.950 2.786 -3.916 0.2 0.0 -0.1
C 1.441 -2.948 1.983 -0.1 -0.1 -0.1
C -2.475 0.976 3.897 0.0 0.0 0.0
C 1.700 3.910 -4.229 0.1 0.0 -0.1
C -6.050 -3.041 1.687 0.2 -0.1 0.2
C -2.496 0.469 -2.492 -0.3 -0.1 -0.1
C 3.919 -3.576 0.884 0.2 0.0 -0.1
C -6.191 -1.859 -0.395 -0.4 0.1 -0.3
H -4.813 -0.487 -2.100 -0.2 0.0 0.0
H 6.057 -1.903 0.475 0.0 0.0 0.0
H -4.302 0.396 -3.655 0.1 0.0 -0.1
H -7.875 -2.738 0.610 0.2 0.0 0.0
H 2.757 2.204 -1.475 -0.1 0.0 0.0
H 2.918 -5.211 -0.081 0.0 0.1 0.1
H -0.264 4.685 -4.479 0.1 0.0 0.1
H -4.055 -3.193 2.515 -0.2 0.1 -0.1
H -1.010 2.479 -5.401 -0.1 -0.1 0.1
H 0.307 1.291 -3.638 0.0 -0.1 0.1
H 0.501 -2.735 2.469 -0.1 0.1 0.0
H -2.305 1.217 1.796 -0.2 0.0 -0.5
H -1.038 3.665 -2.347 -0.1 0.1 0.1
H 0.001 -0.100 5.906 -0.1 0.0 -0.1
H 4.052 0.940 -2.954 -0.1 0.0 -0.1
H 6.466 -2.975 1.838 0.0 -0.1 0.0
H 3.471 -0.919 3.499 0.5 0.2 0.4
H 5.472 1.438 -3.795 0.0 0.0 0.0
H 1.979 0.001 4.856 0.1 -0.2 0.0
H -3.352 1.731 -5.530 0.0 -0.1 0.1
H -2.332 0.684 6.025 0.1 0.0 -0.1
H 4.891 -3.838 0.477 -0.2 0.0 0.1
H -6.520 -3.589 2.496 0.1 0.1 -0.1
H -6.780 -1.480 -1.230 0.1 -0.1 0.2
H 6.781 -1.233 1.953 0.0 0.1 0.1
H 2.159 4.447 -5.053 -0.1 0.0 0.1
H -3.476 1.396 3.937 0.1 -0.1 -0.1
H 0.731 -4.682 0.928 -0.1 0.1 0.0
```
Positions in Å, forces in eV/Å.

As for the multiplicity: 5. The HOMO energy (spin up / spin down) comes out at -7.630 / -9.593 eV. The value obtained for the relative energy (zero: lowest compared OMol25 entry of this formula, charge and spin) is 2.8999 eV. The molar mass comes out at 1021.79 g mol⁻¹. The gap between HOMO and LUMO (spin up / spin down) is 3.996 / 3.921 eV. As for the total energy: -4140.6559 hartree. For the strongest force on any atom, the calculation gives 0.039 Eh/bohr. The net charge is +1.

---

Repeat the fourth record exactly.
Below is a structure of composition C6H24AgClN12O6 in a non-equilibrium geometry, with properties calculated with ωB97M-V/def2-TZVPD.

```
50
Properties=species:S:1:pos:R:3:forces:R:3
Ag -0.113 -0.380 0.341 0.3 1.2 -1.0
Cl -1.087 -1.522 2.546 0.3 -0.1 -0.4
O 0.152 -1.784 -1.448 1.0 1.3 1.4
O -2.285 -0.374 -0.723 -1.4 0.0 -0.6
O 1.956 -1.713 0.821 -2.0 0.5 0.0
O 0.272 1.029 -1.409 1.6 -2.5 1.1
O 1.491 0.755 1.735 -2.6 -0.4 -3.4
O -1.169 2.039 1.053 0.6 -1.4 -3.0
N 4.051 -1.407 0.105 3.9 3.5 -2.5
N -4.288 -1.308 -1.383 -0.9 -1.5 0.8
N -1.132 -2.901 -2.831 -4.2 1.0 -2.2
N -1.874 1.769 3.118 -1.0 -2.8 2.3
N -0.685 1.516 -3.391 -0.9 -0.9 -2.7
N 3.385 1.165 2.698 3.9 0.4 -0.4
N -0.432 3.045 -1.821 -0.4 2.1 -0.1
N 0.648 -3.813 -2.276 5.2 -4.7 0.6
N 1.573 1.584 3.810 -1.8 0.8 1.2
N -3.591 0.489 -2.340 0.5 3.5 -2.6
N -1.122 3.698 2.516 0.5 2.5 0.5
N 3.573 -3.220 1.070 0.3 -3.5 1.3
C -1.379 2.474 2.152 0.5 0.4 -1.2
C 2.106 1.234 2.642 -1.0 -1.0 2.4
C 3.104 -2.054 0.642 -2.4 -2.0 1.9
C -3.336 -0.365 -1.419 1.5 -2.8 2.7
C -0.057 -2.778 -2.125 -1.4 2.0 0.7
C -0.245 1.805 -2.203 0.1 0.4 2.5
H 1.512 -3.936 -1.768 -0.1 0.1 -0.1
H -1.804 0.790 2.882 -0.4 -0.1 1.0
H 3.841 0.908 1.834 0.5 0.0 0.7
H -1.544 3.834 3.424 0.2 1.8 -0.5
H 2.148 1.924 4.568 -0.6 0.1 -0.1
H 2.989 -3.928 1.492 -0.1 0.4 -0.1
H -1.754 -2.108 -2.772 -0.2 -0.4 -0.4
H -0.598 0.577 -3.754 0.1 0.3 0.0
H -4.297 -2.076 -0.728 0.2 0.4 0.0
H -1.740 2.157 4.041 -0.4 -1.0 0.2
H -1.141 -3.556 -3.600 -0.6 0.4 0.1
H -5.151 -1.125 -1.875 0.1 -0.3 0.3
H 0.564 1.607 3.834 0.4 0.2 0.4
H -4.338 0.347 -3.006 0.3 0.3 0.1
H 0.024 3.364 -0.978 -0.5 0.0 -0.1
H 3.795 1.342 3.604 0.9 -0.1 -0.8
H 3.986 -0.440 -0.178 0.0 -0.4 -0.1
H -2.817 1.109 -2.533 -0.5 0.3 -0.4
H -0.835 2.302 -4.008 0.0 -0.5 -0.4
H 4.935 -1.884 0.213 0.3 1.1 -0.6
H 0.318 -4.620 -2.785 0.2 0.2 0.2
H -1.025 3.611 -2.412 0.4 0.6 0.6
H 4.516 -3.527 0.879 -0.3 0.0 0.1
H -1.101 4.349 1.745 0.0 0.5 0.7
```
Positions in Å, forces in eV/Å.

As for the multiplicity: 3. The HOMO energy (spin up / spin down) comes out at -15.028 / -14.992 eV. The value obtained for the relative energy (zero: lowest compared OMol25 entry of this formula, charge and spin) is 0.3441 eV. The molar mass comes out at 503.66 g mol⁻¹. The gap between HOMO and LUMO (spin up / spin down) is 10.759 / 4.817 eV. As for the total energy: -1958.2127 hartree. For the strongest force on any atom, the calculation gives 0.137 Eh/bohr. The net charge is +2.